No. 1
Formula: C16H22BrN7O2S2
Source: the Open Molecules 2025 dataset
Level of theory: wB97M-V/def2-TZVPD

Values from the calculation:
Charge: 0
Highest occupied orbital energy: -8.4 eV
SMILES: N#C[C@@H]1CSCN1C(=O)CN(N)C1CCN(CC(=O)Nc2ncc(Br)s2)CC1

Last column: natural (NBO) charge in e.
Positions of all 50 atoms, in Å:
N  1.3615  -6.1404  0.1666  -0.29
C  1.0499  -5.0382  0.3040  0.26
C  0.7275  -3.6141  0.5386  -0.15
C  1.9159  -2.9743  1.1717  -0.55
S  1.9611  -3.0806  2.9244  0.23
C  0.1888  -3.5004  2.9570  -0.35
N  -0.3449  -3.3704  1.5914  -0.45
C  -1.6243  -2.7774  1.3113  0.68
O  -2.4029  -2.4809  2.2327  -0.61
C  -2.0384  -2.2867  -0.0355  -0.30
N  -1.3946  -1.0347  -0.3884  -0.34
N  -0.6494  -1.0284  -1.6623  -0.74
C  -1.5141  0.2731  0.3626  -0.04
C  -0.2984  0.5420  1.2666  -0.43
C  -0.5438  1.8224  1.9575  -0.24
N  -0.9151  2.9060  1.1152  -0.47
C  0.0182  4.0234  0.7659  -0.30
C  0.9139  3.9980  -0.5230  0.66
O  1.3098  4.9575  -1.2133  -0.63
N  1.1399  2.7721  -0.9527  -0.63
C  1.7002  2.3576  -2.2043  0.18
N  1.7220  1.0239  -2.2135  -0.48
C  2.3147  0.6827  -3.4306  -0.05
C  2.6558  1.8109  -4.2967  -0.45
Br  3.5248  1.5788  -5.9547  0.13
S  2.3555  3.2542  -3.5272  0.59
C  -2.0500  2.6460  0.1597  -0.22
C  -1.8439  1.4038  -0.6227  -0.45
H  0.3879  -3.0787  -0.3419  0.28
H  2.7191  -3.4191  0.6812  0.24
H  1.9454  -1.9297  0.9297  0.22
H  -0.3803  -2.9575  3.7204  0.25
H  0.0905  -4.5045  3.3221  0.21
H  -1.6877  -3.0624  -0.7630  0.23
H  -3.1588  -2.1320  -0.0527  0.22
H  -1.3320  -0.9309  -2.4715  0.36
H  0.2625  -0.5348  -1.7122  0.40
H  -2.4369  0.2002  1.0278  0.22
H  0.6732  0.4151  0.7122  0.20
H  -0.2877  -0.2880  2.0418  0.23
H  0.4051  2.0082  2.4955  0.21
H  -1.1554  1.7396  2.8143  0.20
H  -0.5176  5.0314  0.8005  0.24
H  0.8303  4.0754  1.5989  0.23
H  0.7522  2.0499  -0.3195  0.44
H  2.6354  -0.2393  -3.8103  0.22
H  -2.0923  3.5507  -0.4844  0.21
H  -3.0914  2.6885  0.6601  0.20
H  -1.1058  1.5144  -1.4447  0.21
H  -2.6954  1.0776  -1.2047  0.22

---

No. 2
Formula: C16H22CuN6S
Source: the Open Molecules 2025 dataset
Level of theory: wB97M-V/def2-TZVPD

Values from the calculation:
Spin multiplicity: 2
Charge: +2
Highest occupied orbital energy (spin up / spin down): -13.5 / -13.5 eV
⟨S²⟩: 0.753

Last column: natural (NBO) charge in e.
Positions of all 46 atoms, in Å:
Cu  -0.1989  -0.9030  0.7694  1.39
N  -1.5641  0.2398  1.9482  -0.91
C  -2.2167  -0.6986  2.8873  -0.24
C  -1.1712  -1.6714  3.3973  -0.24
N  -0.4029  -2.2979  2.2818  -0.68
C  -0.9909  -3.5468  1.7135  -0.24
C  -1.9130  -3.2585  0.5450  -0.24
N  -1.2120  -2.3529  -0.3904  -0.90
H  -1.0522  0.9504  2.4650  0.40
H  -2.2511  0.7475  1.3978  0.41
H  -3.0113  -1.2152  2.3517  0.21
H  -2.6799  -0.1870  3.7313  0.23
H  -1.6277  -2.4383  4.0251  0.23
H  -0.4494  -1.1325  4.0142  0.22
H  0.5030  -2.5515  2.6579  0.40
H  -1.5110  -4.1110  2.4890  0.23
H  -0.1562  -4.1599  1.3691  0.22
H  -2.8273  -2.7646  0.8692  0.21
H  -2.2049  -4.1957  0.0706  0.23
H  -1.8528  -1.9586  -1.0735  0.41
H  -0.5257  -2.8695  -0.9359  0.40
N  1.2419  1.9029  -1.9009  -0.54
C  0.2249  2.4902  -2.7167  0.08
C  0.5726  3.5000  -3.5907  -0.20
C  -0.4006  4.0969  -4.3837  -0.17
C  -1.7164  3.6824  -4.2922  -0.17
C  -2.0636  2.6664  -3.4073  -0.22
C  -1.0915  2.0724  -2.6255  -0.14
S  -1.5844  0.7661  -1.5257  0.45
N  -0.1147  0.4159  -0.7179  -0.78
C  1.0237  0.9683  -0.9713  0.46
C  2.1659  0.5117  -0.1152  0.15
C  3.4631  0.9634  -0.2439  -0.20
C  4.4339  0.4761  0.6219  -0.11
C  4.0745  -0.4443  1.5880  -0.21
C  2.7525  -0.8495  1.6493  0.07
N  1.8157  -0.3873  0.8200  -0.54
H  2.1705  2.2657  -2.0221  0.42
H  1.6042  3.8269  -3.6572  0.23
H  -0.1219  4.8859  -5.0680  0.25
H  -2.4794  4.1432  -4.9037  0.25
H  -3.0943  2.3403  -3.3334  0.24
H  3.7454  1.6831  -0.9988  0.23
H  5.4568  0.8172  0.5369  0.26
H  4.7976  -0.8474  2.2825  0.26
H  2.4399  -1.5714  2.3923  0.20

---

No. 3
Formula: C16H22F12NiO10
Source: the Open Molecules 2025 dataset
Level of theory: wB97M-V/def2-TZVPD

Values from the calculation:
Energy above the lowest of the compared OMol25 structures with the same formula, charge and spin: 0.101 eV
Spin multiplicity: 3
Charge: 0
Highest occupied orbital energy (spin up / spin down): -8.4 / -8.2 eV
⟨S²⟩: 2.003

Last column: natural (NBO) charge in e.
Positions of all 61 atoms, in Å:
Ni  0.2041  -0.2882  0.0758  1.66
O  0.1347  -1.3365  1.6500  -1.34
H  0.2119  -2.0974  2.2145  0.47
O  0.0962  0.6492  -1.5844  -1.35
H  -0.3531  0.8994  -2.3860  0.47
C  -2.9938  1.1894  3.7294  -0.63
C  -1.6664  1.1134  3.0269  -0.10
O  -1.5319  2.3574  2.2470  -0.47
C  -0.5473  2.4044  1.4011  0.75
O  0.2202  1.5115  1.1588  -0.62
C  -0.4202  3.7986  0.7418  0.90
F  -1.6124  4.3925  0.6020  -0.31
F  0.3326  4.5806  1.5427  -0.31
F  0.1554  3.7178  -0.4363  -0.28
H  -3.1058  2.1263  4.2720  0.22
H  -3.0786  0.3430  4.4094  0.23
H  -3.8265  1.1346  3.0228  0.21
H  -1.4984  0.2537  2.3780  0.26
H  -0.8613  1.1286  3.7665  0.19
C  -5.0365  2.6887  -0.9381  -0.63
C  -3.8353  1.8377  -0.5917  -0.08
O  -4.3375  0.5063  -0.3423  -0.47
C  -3.4223  -0.3958  -0.0632  0.72
O  -2.2469  -0.1915  0.0181  -0.58
C  -4.0615  -1.7954  0.0733  0.90
F  -3.3881  -2.5184  0.9640  -0.30
F  -5.3342  -1.7136  0.4748  -0.31
F  -4.0435  -2.4174  -1.1059  -0.30
H  -5.8002  2.6518  -0.1623  0.22
H  -5.4786  2.3250  -1.8674  0.22
H  -4.7785  3.7378  -1.0823  0.23
H  -3.3484  2.1903  0.3129  0.19
H  -3.1095  1.8104  -1.4027  0.21
C  4.9405  -2.4855  2.7109  -0.62
C  3.8657  -1.8135  1.8775  -0.09
O  4.4090  -0.6271  1.2968  -0.46
C  3.5646  0.0396  0.5548  0.72
O  2.4321  -0.2843  0.3515  -0.59
C  4.1511  1.3445  -0.0084  0.90
F  5.3482  1.6259  0.4955  -0.30
F  4.2693  1.2328  -1.3435  -0.31
F  3.3218  2.3455  0.2569  -0.29
H  4.5395  -3.3928  3.1575  0.22
H  5.2750  -1.8258  3.5128  0.21
H  5.7930  -2.7526  2.0869  0.21
H  2.9792  -1.5964  2.4732  0.22
H  3.5350  -2.5197  1.1121  0.20
C  3.4109  -1.1361  -4.0891  -0.63
C  2.4540  -1.1059  -2.9201  -0.09
O  1.2750  -1.8105  -3.3264  -0.46
C  0.4330  -2.2155  -2.4172  0.76
O  0.5523  -2.1609  -1.2240  -0.61
C  -0.7817  -2.9123  -3.0622  0.90
F  -0.8137  -2.7699  -4.3875  -0.31
F  -0.7448  -4.2153  -2.7758  -0.31
F  -1.9136  -2.4036  -2.5656  -0.31
H  4.3621  -0.6754  -3.8232  0.22
H  2.9952  -0.6122  -4.9499  0.22
H  3.6368  -2.1568  -4.4047  0.21
H  2.1905  -0.0890  -2.6455  0.24
H  2.8814  -1.6213  -2.0627  0.18

---

No. 4
Formula: C16H22F3N3O3
Source: the Open Molecules 2025 dataset
Level of theory: wB97M-V/def2-TZVPD

Values from the calculation:
Energy above the lowest of the compared OMol25 structures with the same formula, charge and spin: 0.166 eV
Charge: 0
Highest occupied orbital energy: -8.5 eV
SMILES: CCCCC(=O)N[C@@](Nc1ccc(C)cn1)(C(=O)OCC)C(F)(F)F

Last column: natural (NBO) charge in e.
Positions of all 47 atoms, in Å:
C  4.2928  3.3131  -1.4096  -0.61
C  3.6720  2.3153  -2.3806  -0.39
C  2.5178  1.5183  -1.7673  -0.41
C  1.3156  2.4015  -1.4464  -0.49
C  0.0632  1.6801  -1.0136  0.71
O  -1.0151  2.2389  -0.9235  -0.61
N  0.1847  0.3558  -0.7523  -0.65
C  -0.9196  -0.3292  -0.1305  0.10
N  -0.7832  -0.4560  1.2924  -0.61
C  0.4141  -0.5941  1.9494  0.40
C  0.4301  -0.6440  3.3512  -0.27
C  1.6332  -0.8368  3.9874  -0.14
C  2.8075  -0.9765  3.2407  -0.11
C  4.1285  -1.1948  3.9078  -0.62
C  2.6802  -0.8960  1.8671  0.07
N  1.5299  -0.7056  1.2336  -0.53
C  -2.2733  0.4121  -0.3959  0.86
O  -2.9351  0.8173  0.5228  -0.62
O  -2.6368  0.2922  -1.6542  -0.50
C  -3.8798  0.9072  -2.0208  -0.07
C  -5.0634  0.0229  -1.6612  -0.64
C  -1.0218  -1.7438  -0.7603  0.97
F  -2.1877  -2.3325  -0.4604  -0.32
F  -0.9181  -1.7279  -2.0909  -0.31
F  -0.0609  -2.5643  -0.3175  -0.32
H  3.5874  4.0967  -1.1463  0.20
H  5.1640  3.7830  -1.8596  0.21
H  4.6086  2.8112  -0.4974  0.20
H  3.3174  2.8437  -3.2679  0.20
H  4.4422  1.6112  -2.7027  0.20
H  2.8766  1.0310  -0.8579  0.20
H  2.2130  0.7441  -2.4741  0.21
H  1.5584  3.0991  -0.6408  0.23
H  1.0477  3.0059  -2.3165  0.23
H  1.0817  -0.0505  -0.4665  0.46
H  -1.5697  -0.0747  1.8079  0.43
H  -0.4902  -0.5359  3.9028  0.22
H  1.6763  -0.8824  5.0663  0.21
H  4.1086  -2.1124  4.4944  0.22
H  4.9253  -1.2698  3.1724  0.22
H  4.3533  -0.3715  4.5850  0.22
H  3.5439  -0.9838  1.2197  0.19
H  -3.8045  1.0524  -3.0997  0.19
H  -3.9449  1.8745  -1.5149  0.20
H  -5.9798  0.4790  -2.0245  0.22
H  -4.9484  -0.9586  -2.1142  0.21
H  -5.1289  -0.0926  -0.5826  0.23

---

No. 5
Formula: C16H22N
Source: the Open Molecules 2025 dataset
Level of theory: wB97M-V/def2-TZVPD

Values from the calculation:
Energy above the lowest of the compared OMol25 structures with the same formula, charge and spin: 1.673 eV
Charge: +1
Highest occupied orbital energy: -11.2 eV

Last column: natural (NBO) charge in e.
Positions of all 39 atoms, in Å:
C  -2.2006  -0.5367  -1.3418  -0.73
C  -1.0318  0.2178  -0.8353  0.21
C  0.3131  -0.0688  -1.1104  -0.22
C  1.2893  0.9982  -1.2439  0.16
C  0.8894  2.4412  -1.3205  -0.66
C  2.6311  0.6865  -1.3860  -0.25
C  3.0880  -0.6379  -1.4376  0.17
C  4.5539  -0.9295  -1.5137  -0.66
C  2.1418  -1.6695  -1.4188  -0.26
C  0.7818  -1.4206  -1.3031  0.16
C  -0.1317  -2.5982  -1.3377  -0.66
H  -3.0942  0.1023  -1.3318  0.25
H  -2.0386  -0.8403  -2.3951  0.26
H  -2.4507  -1.4539  -0.7732  0.27
H  -1.2540  1.1858  -0.3781  0.23
H  1.7966  3.0599  -1.3713  0.24
H  0.2984  2.6668  -2.2203  0.24
H  0.3057  2.7637  -0.4520  0.24
H  3.3623  1.5018  -1.4434  0.23
H  4.7283  -2.0089  -1.5265  0.23
H  5.0010  -0.4864  -2.4133  0.25
H  5.0948  -0.5155  -0.6524  0.25
H  2.4878  -2.7043  -1.4688  0.23
H  0.4766  -3.5103  -1.3858  0.24
H  -0.7488  -2.6606  -0.4346  0.23
H  -0.7909  -2.6152  -2.2162  0.24
C  -3.4821  1.6746  2.1577  -0.40
N  -2.3143  0.9099  2.5526  -0.34
C  -1.5268  1.1978  3.6454  -0.03
C  -0.4788  0.2768  3.6678  -0.29
C  -0.6453  -0.5937  2.5465  -0.27
C  -1.7937  -0.1730  1.8664  -0.11
H  -4.0213  1.1386  1.3761  0.21
H  -4.1448  1.8164  3.0193  0.23
H  -3.2114  2.6709  1.7819  0.21
H  -1.7779  2.0105  4.3173  0.23
H  0.2854  0.1995  4.4218  0.24
H  -0.0139  -1.4250  2.2603  0.22
H  -2.3736  -0.6711  1.0987  0.21